Molecular formula: C33H49Cl2F9O13S5
Method: DFT, the ωB97M-V functional and the def2-TZVPD basis

The geometry in XYZ format:
```
111
Properties=species:S:1:pos:R:3:forces:R:3
C -4.24048 2.52409 2.41375 -0.02 -0.12 -0.80
C -2.88197 2.15988 1.83437 -0.11 -0.11 0.77
Cl -2.57139 0.42688 2.12266 0.01 -0.11 -0.29
C -1.70594 2.94945 2.43106 -0.58 0.63 0.84
Cl -1.96172 3.12640 4.19962 -0.43 -0.49 -0.28
C -1.58496 4.30649 1.80007 0.10 0.31 -0.43
C -1.58160 4.58543 0.49209 -0.14 -0.23 0.16
C -1.63133 3.71713 -0.71798 0.24 0.18 0.06
C -0.72909 2.48046 -0.59755 -0.60 0.19 -0.46
C 0.03238 2.15747 -1.87596 0.43 -0.14 0.93
F 1.32317 2.54997 -1.70914 0.12 0.12 -0.09
F -0.41833 2.80919 -2.96963 -0.24 -0.04 -0.18
C 0.08844 0.64199 -2.19166 0.63 -0.01 -0.64
F 1.21612 0.42149 -2.91100 -0.17 -0.10 0.03
F 0.20500 -0.07769 -1.06241 -0.26 0.21 0.06
C -1.10046 0.12571 -3.06127 0.43 -0.72 0.07
F -0.73095 0.17369 -4.35497 -0.28 0.31 0.06
F -2.21059 0.85671 -2.87359 -0.02 0.11 0.05
C -1.46107 -1.35690 -2.76780 -0.79 -0.11 0.10
F -0.38101 -2.14341 -2.80893 -0.37 0.26 0.12
F -2.32266 -1.76275 -3.72759 0.38 0.02 0.42
F -2.08698 -1.46784 -1.58446 0.63 -0.03 -0.75
C -1.50175 6.06275 0.30989 -0.07 -0.19 -1.07
O -1.57652 6.63279 -0.74615 0.18 0.02 0.95
O -1.34931 6.64058 1.52188 -0.17 -0.04 0.07
C -1.42278 5.62521 2.49794 0.18 0.61 1.23
O -1.34234 5.92758 3.64977 -0.05 -0.28 -1.05
H -4.40848 2.05027 3.36604 0.02 0.16 0.37
H -4.35505 3.60326 2.44548 -0.01 0.19 0.29
H -4.98332 2.15266 1.71380 -0.22 -0.13 0.01
H -2.96690 2.31327 0.77052 0.36 -0.11 -0.25
H -0.77368 2.40604 2.37637 0.20 -0.17 -0.34
H -2.66097 3.44644 -0.92810 -0.21 -0.13 -0.11
H -1.33232 4.35343 -1.54237 0.11 0.05 -0.21
H -1.30179 1.60750 -0.30731 -0.08 -0.14 0.15
H 0.01037 2.65376 0.17059 0.31 -0.15 0.13
C 3.32483 -3.10584 -0.53941 0.09 0.23 0.11
C 4.42583 -3.24164 0.52137 -0.01 0.22 0.03
C 4.01212 -2.38194 1.72571 0.37 -0.08 -0.17
S 2.21628 -2.33536 1.70810 0.03 -0.23 -0.14
O 1.79727 -0.97848 1.45628 -0.09 0.06 0.15
O 1.70051 -3.08547 2.82567 -0.09 0.20 0.07
C 2.00698 -3.28086 0.20513 0.06 -0.08 -0.28
H 3.43024 -3.83659 -1.33393 0.04 -0.02 -0.04
H 3.37307 -2.10942 -0.98718 -0.07 0.00 0.00
H 4.51112 -4.27807 0.82511 -0.04 -0.09 0.03
H 5.39707 -2.93033 0.13565 -0.02 0.04 0.00
H 4.34194 -2.80672 2.67015 -0.10 0.06 0.07
H 4.36854 -1.35748 1.63644 -0.12 0.05 0.02
H 1.14275 -2.90305 -0.33767 -0.05 0.07 0.13
H 1.85113 -4.32115 0.48764 0.02 0.00 0.05
C -5.79449 -5.20664 0.40217 -0.01 0.07 -0.07
C -5.27736 -4.93028 -1.01630 0.01 0.00 0.05
C -5.14122 -3.40955 -1.16623 -0.05 -0.27 -0.24
S -4.82780 -2.76992 0.48540 0.10 -0.15 0.02
O -5.94426 -1.94949 0.88007 0.05 0.10 0.00
O -3.47677 -2.28234 0.56542 -0.12 0.08 0.10
C -4.94678 -4.34270 1.33064 -0.13 -0.29 0.02
H -5.72020 -6.26141 0.66220 -0.01 0.00 0.01
H -6.84395 -4.91425 0.47712 0.00 0.00 0.03
H -4.30141 -5.40223 -1.14606 0.01 0.01 0.02
H -5.94192 -5.33989 -1.77549 0.00 0.00 -0.01
H -4.31333 -3.12874 -1.81208 0.01 0.13 0.05
H -6.06177 -2.95426 -1.52575 -0.01 0.07 0.09
H -5.38800 -4.19038 2.31246 0.04 0.14 0.00
H -3.93640 -4.73784 1.43052 0.03 0.06 0.00
C 5.29046 -8.97453 -0.78162 -0.11 0.02 -0.01
C 4.22647 -9.27599 -1.84573 0.06 0.03 0.01
C 3.31553 -8.04524 -1.94456 -0.05 -0.35 -0.10
S 4.32782 -6.63726 -1.47387 0.16 -0.40 -0.18
O 3.80328 -6.08911 -0.24742 -0.09 -0.07 -0.07
O 4.56784 -5.80259 -2.62302 -0.11 0.22 0.15
C 5.80393 -7.57160 -1.09119 0.14 -0.25 0.11
H 6.09736 -9.70497 -0.79685 0.01 0.00 0.01
H 4.83718 -8.99399 0.21162 0.03 0.02 0.01
H 4.71235 -9.45290 -2.80695 0.01 0.02 0.00
H 3.65221 -10.16774 -1.60095 -0.01 0.00 -0.01
H 2.94269 -7.88571 -2.95281 -0.03 0.14 0.02
H 2.48340 -8.10022 -1.24557 0.03 0.10 0.05
H 6.32270 -7.10187 -0.25887 -0.06 0.12 -0.03
H 6.43460 -7.56506 -1.97945 -0.02 0.05 -0.03
C 0.83395 5.48394 8.54448 0.03 -0.10 -0.01
C 2.09087 4.62246 8.35857 -0.04 0.03 -0.02
C 1.66462 3.34055 7.63118 0.23 0.06 0.31
S 0.22544 3.78070 6.64665 0.33 0.30 0.08
O -0.91979 3.06583 7.15220 0.00 -0.05 -0.15
O 0.58963 3.75709 5.25654 0.26 -0.12 0.03
C 0.12345 5.48033 7.19443 0.02 0.21 0.26
H 1.08015 6.49619 8.86150 -0.01 0.01 0.01
H 0.18944 5.03967 9.30606 -0.02 0.02 -0.01
H 2.81761 5.16634 7.75203 -0.02 0.00 -0.02
H 2.56707 4.39166 9.31038 0.01 -0.01 0.00
H 2.43810 2.96294 6.96822 -0.10 -0.07 -0.09
H 1.36135 2.56202 8.32853 -0.09 -0.01 -0.04
H -0.92053 5.77890 7.24604 -0.04 -0.09 -0.11
H 0.65211 6.09173 6.46434 -0.03 -0.04 -0.06
C 1.19215 5.12836 -5.85244 -0.11 -0.02 0.00
C 0.37120 3.83413 -5.92660 0.04 0.01 -0.03
C -0.95918 4.17435 -6.61041 0.10 -0.27 0.23
S -0.62394 5.56996 -7.69292 0.13 -0.12 0.00
O -1.35770 6.71319 -7.21401 -0.06 0.02 -0.11
O -0.71263 5.14914 -9.06789 -0.11 0.13 -0.03
C 1.09605 5.76303 -7.23648 0.23 -0.02 0.22
H 2.22701 4.93603 -5.57363 0.00 0.00 0.01
H 0.76087 5.79821 -5.10525 0.02 0.02 -0.01
H 0.91153 3.09364 -6.52036 0.00 0.02 -0.02
H 0.20476 3.40536 -4.94141 0.04 0.03 -0.14
H -1.33926 3.35142 -7.20983 -0.08 0.08 -0.08
H -1.71429 4.48956 -5.89276 -0.01 0.10 -0.05
H 1.35624 6.81853 -7.25456 -0.11 0.03 -0.09
H 1.69211 5.21645 -7.96648 -0.04 0.00 -0.05
```
Forces are in eV/Å.

The HOMO energy comes out at -9.82 eV. The HOMO-LUMO gap is 0.3338 hartree. As for the SMILES: C[C@H](Cl)[C@H](Cl)C1=C(CCC(F)(F)C(F)(F)C(F)(F)C(F)(F)F)C(=O)OC1=O.O=S1(=O)CCCC1.O=S1(=O)CCCC1.O=S1(=O)CCCC1.O=S1(=O)CCCC1.O=S1(=O)CCCC1.

These are the Mulliken partial charges, in e, on atoms 1 to 4: -1.5029, 0.6526, -0.1402, 0.5475